107
Properties=species:S:1:pos:R:3:forces:R:3:lowdin_charge:R:1 method="wB97M-V/def2-TZVPD" total_charge=+3 e_homo_ev=-15.2 total_energy_ha=-3386.9523 gap_ha=0.2359 relative_energy_kcal_mol=0.0
P 0.55618 0.42752 -1.43764 -0.497 0.545 -0.462 0.097
Na 3.16984 0.67145 -2.57834 0.662 -0.196 0.904 0.634
Na 0.97903 -2.31497 -0.80121 0.325 -0.716 0.501 0.450
Na 0.44042 0.15783 -4.37139 -0.695 -0.248 0.040 0.714
Na 0.62406 1.68102 1.23978 0.312 -0.269 0.678 0.553
Na 0.23242 3.21347 -2.16795 -0.242 0.047 0.041 0.685
Na -2.30131 -0.05194 -0.99397 -0.257 0.293 0.429 0.581
O 4.60446 -0.00942 -0.52037 -0.428 0.174 -0.525 -0.221
O -3.21386 0.99363 1.17215 -0.357 -0.224 0.252 -0.217
O 1.23621 -0.65201 -2.38050 0.101 1.174 1.069 -0.430
O -3.99857 2.03029 -6.10127 0.450 -0.227 -0.105 -0.197
O 2.73581 -4.03426 -2.32183 -0.881 0.836 -0.206 -0.174
O 1.58093 1.56954 -1.03434 -1.289 -0.794 -1.329 -0.406
O -1.18554 -2.72830 4.89260 -0.295 0.545 -0.224 -0.203
O -0.60754 1.01646 -2.33543 1.655 0.080 0.560 -0.442
O 2.67506 3.79249 3.71339 0.310 0.295 0.203 -0.196
O 2.13226 -3.34985 1.57539 -0.658 0.036 -0.155 -0.191
O -4.34912 4.54107 -1.71706 0.146 0.317 -0.040 -0.168
O -0.11759 -0.12167 -0.16070 0.769 -0.419 -0.772 -0.359
N -2.78392 1.88246 -3.63514 -0.131 -0.205 -0.260 -0.064
N 3.16186 1.83012 1.43573 0.033 -0.390 0.409 -0.077
N 0.47424 -4.71181 -0.40255 -0.062 -0.337 -0.585 -0.087
N -1.15216 -0.20074 2.83684 0.529 -0.445 -0.785 -0.044
C 1.36751 -5.60953 -1.13759 1.082 -1.440 0.019 -0.192
C 0.36655 -5.05162 1.05004 -0.360 1.416 -1.659 -0.144
C -2.56404 -0.49963 3.00261 -0.351 0.252 -0.264 -0.182
C 2.81643 -3.19860 -3.47733 1.887 -0.005 1.012 -0.085
C -3.83846 2.54490 -2.87714 0.286 -0.071 0.417 -0.177
C 4.14251 0.79120 1.77853 0.363 -0.437 -1.573 -0.136
C 1.64472 -4.66061 1.75833 -0.091 -1.666 0.792 -0.225
C 1.78886 -5.06563 -2.47286 -1.040 0.022 -0.811 -0.217
C 4.46697 -1.43393 -0.52976 0.135 0.514 -1.092 -0.040
C -3.42576 0.65691 2.55541 -0.352 -0.326 0.832 -0.194
C -3.23706 0.67308 -4.27487 -0.832 -0.493 -0.671 -0.209
C -4.32569 0.88479 -5.34124 0.437 0.815 -0.158 -0.220
C 2.21426 5.12877 3.69526 -0.148 0.188 -0.755 -0.101
C -3.97823 2.16060 0.87604 0.699 0.949 0.052 -0.067
C 3.66177 3.17415 1.63871 0.136 1.270 -0.702 -0.205
C -0.29401 -1.65165 4.65353 0.687 -0.799 -0.002 -0.205
C 5.17762 0.58361 0.63836 0.101 0.349 0.624 -0.163
C 3.29913 -3.17125 2.36589 0.318 0.309 -0.269 -0.074
C -4.06231 5.90068 -1.38949 -0.020 -0.039 0.105 -0.061
C -0.24321 -1.30462 3.17151 0.149 -0.205 0.318 -0.188
C -4.78179 2.10686 -7.28531 0.348 0.008 -0.239 -0.081
C -3.31594 3.90748 -2.39716 -1.482 -1.299 -1.086 -0.244
C 3.94730 3.60906 3.07830 -1.475 -0.479 -0.493 -0.167
C -1.80229 -2.69744 6.17143 -0.613 -0.716 -0.281 -0.092
H -1.12745 -2.72004 7.02961 0.298 0.184 -0.219 0.097
H 2.24704 -5.89213 -0.55153 0.077 0.552 0.039 0.129
H -0.99515 -0.15553 1.83889 -0.359 0.437 -0.339 0.037
H -3.62121 2.58613 -0.06369 -0.266 -0.277 -0.120 0.057
H 1.21021 5.14748 4.11010 0.114 -0.005 0.307 0.093
H 0.67624 -2.04633 4.97892 0.230 0.598 0.046 0.127
H -3.30819 1.53946 3.19211 0.579 0.130 -0.241 0.133
H -3.11062 4.40225 -3.34933 0.770 0.474 0.315 0.142
H -4.98406 6.45511 -1.22925 -0.161 -0.398 0.335 0.101
H -4.73514 2.69566 -3.47361 0.133 0.061 -0.194 0.134
H -2.90163 -1.38046 2.43728 0.244 -0.202 0.044 0.136
H 2.88817 3.87248 1.28467 -0.088 -0.088 0.151 0.113
H 2.12275 5.50192 2.66336 0.023 -0.047 -0.067 0.079
H -3.57599 6.45747 -2.19538 0.319 -0.365 -0.083 0.094
H -2.81056 -0.69508 4.04698 0.147 0.004 0.016 0.128
H -3.73250 2.92898 1.61964 -0.264 -0.073 0.056 0.104
H -5.84101 2.12521 -7.02771 -0.103 0.008 -0.225 0.098
H -4.48982 2.99561 -7.84054 -0.146 0.250 0.346 0.094
H 6.05882 0.03290 0.97921 -0.196 -0.345 0.010 0.139
H 0.74650 -0.99999 2.82380 0.271 0.285 0.569 0.106
H 0.11690 -6.10834 1.16028 0.331 -0.042 0.420 0.139
H 4.07153 -3.88825 2.07712 -0.002 -0.103 0.040 0.108
H 2.40985 -5.38682 1.46078 0.197 0.154 -0.132 0.124
H 3.48065 -3.66677 -4.20639 -0.502 -0.105 -0.422 0.112
H -5.31109 1.07666 -4.90987 -0.121 -0.503 0.189 0.127
H -1.99688 1.59556 -3.06342 -0.478 0.590 0.061 0.009
H -3.45129 5.86814 -0.48570 0.079 0.538 0.038 0.089
H 4.78055 -1.87664 0.40972 -0.190 -0.202 -0.111 0.093
H 0.93190 -6.60441 -1.30744 -0.378 0.199 -0.063 0.142
H -0.56095 -0.75874 5.22660 0.045 -0.026 0.055 0.133
H -4.54384 1.28559 -7.96925 -0.252 -0.279 0.214 0.093
H 3.67499 -2.17173 2.15526 -0.081 -0.045 0.133 0.053
H -2.42697 0.13222 -4.78332 0.304 0.375 0.082 0.107
H 3.11713 -3.25585 3.43753 -0.233 -0.096 0.013 0.106
H 2.87761 5.83291 4.19888 0.005 -0.178 0.340 0.100
H -2.38528 -3.61868 6.19101 -0.050 0.091 0.222 0.096
H 4.49028 3.44839 0.96251 0.321 -0.416 0.342 0.123
H -3.65836 -0.08020 -3.57572 -0.058 0.066 0.148 0.119
H -2.50373 -1.86315 6.25580 0.134 0.173 0.074 0.085
H -4.45462 0.35718 2.78852 -0.194 -0.010 -0.709 0.141
H -0.42332 -4.93668 -0.82740 -0.196 0.339 0.310 0.120
H -4.15623 1.94211 -2.01008 -0.132 -0.013 0.064 0.110
H -0.51460 -4.46477 1.31616 0.153 -0.074 0.806 0.118
H -0.36466 -2.21695 2.56619 -0.671 -0.089 0.205 0.113
H 2.11441 -5.79489 -3.22576 0.337 -0.311 0.579 0.145
H 4.52617 4.52798 2.98748 0.120 0.018 0.558 0.134
H 1.87719 -2.82423 -3.88071 -0.254 -0.404 0.027 0.080
H 3.44844 -1.66720 -0.85796 -0.187 -0.157 0.781 0.064
H 0.86205 -4.68339 -2.94797 0.124 0.319 0.092 0.126
H 3.56638 -0.13500 1.85120 0.305 -0.080 0.525 0.100
H 4.40920 2.84172 3.69190 0.584 0.129 -0.169 0.122
H 3.39986 -2.35712 -3.08876 -0.159 0.254 -0.332 0.061
H -5.05878 2.01725 0.86224 0.055 -0.275 -0.060 0.118
H 1.48019 -4.90780 2.81377 0.040 0.434 0.177 0.141
H 2.96576 1.70251 0.44679 0.012 0.084 0.018 0.052
H 5.04371 -1.81159 -1.38100 0.494 -0.157 0.437 0.106
H 5.58439 1.54598 0.32246 -0.172 0.064 -0.072 0.126
H -4.33051 0.00033 -5.98402 -0.346 -0.128 0.078 0.129
H -2.44636 3.63309 -1.77635 0.459 0.725 0.207 0.103
H 4.72399 1.01046 2.66806 -0.426 -0.028 0.334 0.126

18
Properties=species:S:1:pos:R:3:forces:R:3:nbo_charge:R:1 method="wB97M-V/def2-TZVPD" total_charge=0 e_homo_ev=-10.3 total_energy_ha=-459.2856 gap_ha=0.3877 relative_energy_kcal_mol=64.8 smiles="O=CCCC=O.O.O"
O 0.24195 -1.77391 1.94325 -0.815 -0.827 1.690 -0.533
O -2.63180 -2.50738 0.47796 -2.167 -0.612 -1.189 -0.917
O 1.68762 3.57908 0.40743 3.095 1.490 3.857 -0.923
O 0.25782 1.86799 -1.26788 -2.466 -2.269 -0.947 -0.564
C 1.03877 -1.36360 1.16349 -2.025 1.476 -1.885 0.454
C -0.57312 0.93687 -1.43077 3.302 2.603 0.982 0.426
C -0.19965 -0.40307 -0.78073 -4.599 -0.601 1.324 -0.519
C 0.66491 -0.08438 0.35988 6.342 -2.682 -1.314 -0.489
H -1.15226 -0.78646 -0.15563 1.299 0.690 -2.249 0.236
H 0.35418 0.62645 1.02436 -1.109 1.916 1.402 0.238
H 0.84044 3.69326 0.73874 -2.395 0.443 1.232 0.456
H -1.50418 1.25683 -1.90315 -0.317 -0.871 -0.196 0.161
H 1.84248 -1.99624 0.85382 1.379 -0.284 -0.227 0.117
H 1.66336 0.20550 -0.10900 -1.020 0.381 0.912 0.215
H 0.10809 -1.22747 -1.44628 0.013 0.581 0.156 0.247
H -2.36673 -3.01058 -0.29232 -0.352 -0.292 -0.368 0.460
H -1.81220 -2.30224 0.83235 2.455 0.724 1.766 0.465
H 1.54032 3.28936 -0.41554 -0.619 -1.870 -4.945 0.469

14
Properties=species:S:1:pos:R:3:forces:R:3:nbo_charge:R:1 method="wB97M-V/def2-TZVPD" total_charge=0 e_homo_ev=-8.8 total_energy_ha=-574.1088 gap_ha=0.3471 relative_energy_kcal_mol=32.7 smiles="C=CP1=CC=CC=1"
P -0.81875 -0.53399 -0.34639 0.357 0.124 0.012 0.784
C -1.20492 -1.00280 2.36518 -0.078 -0.121 0.101 -0.369
C -0.66008 -0.22883 1.44568 1.335 2.505 0.414 -0.486
C 0.57874 1.23024 -1.66793 -0.448 0.357 0.154 -0.220
C -0.60054 1.12239 -1.02836 -0.187 -0.047 -0.127 -0.501
C 0.90137 -0.89842 -0.76332 -0.076 -0.104 -0.130 -0.485
C 1.43422 0.08130 -1.51607 0.206 -0.552 0.255 -0.232
H -1.38284 1.86364 -1.03600 -0.016 0.143 -0.007 0.228
H -1.78378 -1.87260 2.09335 -0.109 -0.123 -0.069 0.197
H -0.05055 0.74743 1.75408 -1.289 -2.274 -0.600 0.225
H -1.09346 -0.80770 3.42010 0.064 0.057 0.148 0.202
H 2.41611 0.04501 -1.96005 0.158 -0.074 -0.062 0.215
H 1.36924 -1.84149 -0.53191 0.135 -0.041 0.012 0.228
H 0.89523 2.09583 -2.22836 -0.052 0.149 -0.101 0.215

15
Properties=species:S:1:pos:R:3:forces:R:3:nbo_charge:R:1 method="wB97M-V/def2-TZVPD" total_charge=0 e_homo_ev=-9.9 total_energy_ha=-1165.4467 gap_ha=0.3792 relative_energy_kcal_mol=0.0 smiles="O=C[C@@H](O)[C@@H](Cl)CS"
Cl -2.27910 -1.35992 -0.14444 0.736 0.257 -0.411 -0.071
S -1.25668 1.89661 0.38816 -1.063 -1.017 0.372 -0.023
O -0.14242 -0.59078 1.85188 0.150 0.428 -0.777 -0.714
O 2.11312 -0.16582 -0.82903 -0.023 0.108 0.245 -0.527
C 0.32172 -1.02864 0.58244 1.183 0.261 1.163 -0.042
C -0.68469 0.75952 -0.92884 -0.258 0.229 -0.546 -0.543
C 1.70523 -0.37877 0.28436 -0.100 -0.975 -0.220 0.421
C -0.60435 -0.73446 -0.57672 -1.194 0.716 1.320 -0.187
H 0.29559 1.13741 -1.20754 -0.023 -0.320 -0.136 0.255
H 2.34961 -0.23470 1.16885 -0.131 0.180 0.139 0.132
H -0.39526 0.34129 1.68616 -0.079 -0.278 0.609 0.472
H -0.26089 -1.28742 -1.40793 0.146 -0.475 -1.090 0.242
H 0.56037 -2.10108 0.75294 -0.370 0.385 -0.594 0.224
H -1.34993 0.93152 -1.78061 0.113 -0.367 0.133 0.237
H -0.37233 2.81525 0.16031 0.913 0.869 -0.207 0.124